Formula: C36H34N8O5RbS4Se
Source: OMol25
Level of theory: ωB97M-V with the def2-TZVPD basis set

Geometry as ORCA input:
```
! RIJCOSX wB97M-V def2-TZVPD def2/J DEFGRID3
* xyz -1 1
Rb -1.3592 0.8072 0.9648
Se 7.7439 0.7186 1.0683
N 6.4852 0.8973 2.3282
C 5.3316 0.7372 1.7433
C 4.0482 0.8098 2.4422
C 3.9633 1.0941 3.8032
C 2.7200 1.1639 4.3882
C 1.5970 0.9244 3.5936
N 1.6684 0.6321 2.3038
C 2.8687 0.5971 1.7245
C 2.9015 0.3559 0.2578
N 1.7222 0.2464 -0.3560
C 1.7121 0.0910 -1.6719
C 2.8793 0.0081 -2.4375
C 4.0967 0.1107 -1.8073
C 4.1174 0.2995 -0.4264
C 5.3660 0.4734 0.3157
N 6.5483 0.4233 -0.2310
H 4.8717 1.2673 4.3654
H 2.6002 1.4075 5.4346
H 0.5987 1.0023 4.0057
H 0.7347 0.0170 -2.1334
H 2.8082 -0.1321 -3.5077
H 5.0319 0.0595 -2.3497
C 0.1880 -3.4571 4.7102
C -1.2398 -3.3913 4.1545
S -1.4502 -2.2910 2.7380
C -1.6710 -3.3877 1.3162
C -0.5574 -4.3774 1.0227
S 1.0143 -3.7236 0.3951
C 1.7745 -2.8381 1.7771
C 2.3965 -3.6749 2.8817
S 1.2993 -4.6645 3.9348
H 0.1483 -3.7422 5.7639
H 0.6580 -2.4727 4.6640
H -1.8952 -3.0016 4.9357
H -1.6028 -4.3873 3.8954
H -1.8428 -2.6899 0.4951
H -2.6120 -3.9291 1.4454
H -0.8891 -5.0322 0.2116
H -0.3569 -5.0153 1.8815
H 1.0635 -2.1188 2.1753
H 2.5687 -2.2568 1.3006
H 3.0031 -3.0268 3.5209
H 3.0608 -4.4280 2.4522
O -1.8435 3.2718 1.3945
C -0.8547 3.2402 2.1506
O -0.7591 2.7477 3.2966
C 0.4760 3.7339 1.5749
C 1.3691 4.4482 2.3746
C 2.6038 4.7846 1.8580
C 2.9252 4.3782 0.5668
C 1.9747 3.6718 -0.1489
N 0.7694 3.3642 0.3295
H 1.0819 4.6947 3.3872
H 3.3181 5.3423 2.4525
H 3.8891 4.5996 0.1274
H 2.1884 3.3277 -1.1570
O -4.4381 3.0350 -5.9657
C -3.9384 3.8570 -4.9224
C -3.0864 3.0497 -3.9839
C -2.4011 3.6926 -2.9605
C -1.6405 2.9389 -2.0855
N -1.5319 1.6131 -2.1763
C -2.1972 0.9943 -3.1470
C -2.9823 1.6750 -4.0752
C -2.1675 -0.4960 -3.1406
C -3.3371 -1.1760 -3.4500
C -3.4251 -2.5238 -3.1769
C -4.7656 -3.2134 -3.2280
O -5.8421 -2.3050 -3.1777
C -2.2780 -3.1746 -2.7353
C -1.1294 -2.4297 -2.5349
N -1.0767 -1.1086 -2.6957
H -5.0548 3.5538 -6.4876
H -4.7617 4.2980 -4.3484
H -3.3386 4.6793 -5.3307
H -2.4666 4.7661 -2.8282
H -1.1162 3.3980 -1.2542
H -3.5143 1.1441 -4.8503
H -4.2197 -0.6262 -3.7318
H -4.8161 -3.9265 -2.3951
H -4.8697 -3.7857 -4.1541
H -5.6467 -1.6349 -2.4895
H -2.2912 -4.2314 -2.4954
H -0.2244 -2.8984 -2.1626
O -5.0654 -0.1871 -1.5857
S -4.1738 0.1713 -0.4395
N -3.4554 -0.8595 0.3121
*
```

Values from the calculation:
F_max ... 0.0245 hartree/bohr
Orbital gap ... 0.2358 Eh
LUMO ... 1.22 eV

Here is what Mulliken gives for the atomic charges, in e:
1. Rb 0.726
2. Se 0.155
3. N -0.900
4. C 1.139
5. C 0.074
6. C -0.951
7. C -1.011
8. C -0.670
9. N 0.333
10. C 0.487
11. C -0.289
12. N 0.892
13. C -0.353
14. C -0.860
15. C -1.090
16. C 0.366
17. C 1.107
18. N -0.918
19. H 0.525
20. H 0.474
21. H 0.521
22. H 0.239
23. H 0.502
24. H 0.510
25. C -0.364
26. C -1.001
27. S -0.029
28. C -0.079
29. C -0.717
30. S -0.154
31. C 0.857
32. C -0.868
33. S -0.189
34. H 0.471
35. H 0.046
36. H 0.479
37. H 0.366
38. H -0.277
39. H 0.506
40. H 0.400
41. H 0.449
42. H -0.436
43. H -0.181
44. H 0.428
45. H 0.365
46. O -0.731
47. C -0.214
48. O -0.743
49. C 0.761
50. C -0.858
51. C -0.343
52. C -0.864
53. C -0.122
54. N 0.315
55. H 0.477
56. H 0.403
57. H 0.446
58. H 0.447
59. O -0.509
60. C -0.620
61. C 0.559
62. C -1.049
63. C -0.162
64. N 0.079
65. C 0.340
66. C -0.850
67. C 0.656
68. C -1.171
69. C 0.603
70. C -0.740
71. O -0.540
72. C -1.095
73. C -0.464
74. N -0.080
75. H 0.295
76. H 0.313
77. H 0.296
78. H 0.453
79. H 0.169
80. H 0.643
81. H 0.833
82. H 0.296
83. H 0.319
84. H 0.429
85. H 0.440
86. H 0.493
87. O -0.658
88. S 0.130
89. N -0.464

***

Formula: CH3IOS2
Source: OMol25
Level of theory: ωB97M-V with the def2-TZVPD basis set

Geometry as ORCA input:
```
! RIJCOSX wB97M-V def2-TZVPD def2/J DEFGRID3
* xyz 0 1
C -0.2174 -0.7865 -0.4719
O 0.9858 0.3351 1.5564
S -1.6826 1.3071 1.0666
S 0.0418 0.6856 0.5278
I 1.5314 -1.5832 -1.0765
H -0.8163 -1.6156 0.0454
H -0.7768 -0.2597 -1.2753
H 0.9341 1.9171 -0.3726
*
```

Values from the calculation:
Energy relative to the best compared isomer or geometry (same formula, charge and spin) ... 63.49 kcal/mol
F_max ... 0.0670 hartree/bohr
Orbital gap ... 0.3169 Eh
LUMO ... -0.98 eV

Here is what Mulliken gives for the atomic charges, in e:
1. C -0.790
2. O -0.494
3. S -0.290
4. S 0.449
5. I 0.194
6. H 0.383
7. H 0.362
8. H 0.186

***

Formula: C4H9N4O2
Source: OMol25
Level of theory: ωB97M-V with the def2-TZVPD basis set

Geometry as ORCA input:
```
! RIJCOSX wB97M-V def2-TZVPD def2/J DEFGRID3
* xyz -1 1
C 1.3538 1.6784 1.0905
N 1.4559 0.7517 0.0015
C 0.4547 0.0778 -0.3586
N 0.4002 -0.8632 -1.5032
N 1.4095 -0.9655 -2.3004
O 2.4211 -0.2604 -2.2490
O 1.2920 -1.8421 -3.1776
N -0.8237 0.1164 0.2961
C -0.8326 -0.6910 1.4989
C -1.9454 -0.2190 -0.5571
H 1.7929 1.2480 1.9980
H 0.3212 1.9825 1.3135
H 1.9402 2.5622 0.8255
H 0.0307 -0.4501 2.1154
H -1.7444 -0.4782 2.0655
H -0.8086 -1.7687 1.2709
H -1.9472 -1.2736 -0.8576
H -2.8706 0.0049 -0.0146
H -1.8997 0.3896 -1.4576
*
```

Values from the calculation:
Energy relative to the best compared isomer or geometry (same formula, charge and spin) ... 0.00 kcal/mol
F_max ... 0.0780 hartree/bohr
SMILES ... C/N=C(/N=[N+]([O-])[O-])N(C)C
Orbital gap ... 0.2900 Eh
LUMO ... 3.68 eV

Here is what Mulliken gives for the atomic charges, in e:
1. C -0.936
2. N -0.442
3. C 0.655
4. N -0.516
5. N 0.911
6. O -0.661
7. O -0.766
8. N 0.008
9. C -1.046
10. C -1.016
11. H 0.237
12. H 0.337
13. H 0.298
14. H 0.270
15. H 0.354
16. H 0.339
17. H 0.349
18. H 0.309
19. H 0.317

***

Formula: C33H66CaGeNO11P3
Source: OMol25
Level of theory: ωB97M-V with the def2-TZVPD basis set

Geometry as ORCA input:
```
! RIJCOSX wB97M-V def2-TZVPD def2/J DEFGRID3
* xyz -2 1
Ca -0.0125 -0.2436 -0.0542
O -1.9126 3.0248 2.5892
C -1.3775 1.8439 2.0554
O -1.2143 1.8890 0.6600
C -1.5928 0.6183 2.6542
C -1.9286 0.4356 4.0393
C -1.8848 -0.8205 4.5676
C -1.5369 -1.9395 3.7811
C -1.3145 -1.7074 2.4385
N -1.3987 -0.5015 1.8763
C -0.8855 -2.8418 1.4897
O -0.9272 -4.0054 1.8970
O -0.4854 -2.4643 0.3341
H -1.1760 3.6051 2.8124
H -2.1764 1.3003 4.6418
H -2.1212 -0.9604 5.6191
H -1.4503 -2.9389 4.1773
C 2.8727 3.7013 1.3956
C 2.3004 2.4302 1.9769
C 1.8324 2.5398 3.4107
O 3.3748 1.4455 1.9292
P 3.1339 -0.0666 1.4976
O 1.7323 -0.5253 1.5792
C 3.9433 -0.2931 -0.0638
P 2.9990 0.5607 -1.5139
O 1.7534 1.0970 -0.7724
O 3.9764 1.9206 -1.5985
C 4.8856 1.9710 -2.7019
C 4.1917 2.5067 -3.9415
C 6.0618 2.8235 -2.2593
O 2.2848 0.4993 -5.5454
C 2.3420 -0.8381 -5.3504
C 3.7751 -1.3263 -5.0480
C 1.7942 -1.6223 -6.5630
O 4.0001 -0.8524 2.5940
C 5.3535 -0.4513 2.8574
C 6.2615 -1.6204 2.5339
C 5.4307 -0.0163 4.3090
H 2.1089 4.4823 1.3787
H 3.1962 3.5111 0.3728
H 3.7178 4.0526 1.9937
H 1.4812 2.0819 1.3573
H 2.6602 2.8285 4.0662
H 1.4133 1.5905 3.7412
H 1.0464 3.2948 3.4883
H 3.9960 -1.3682 -0.2581
H 4.9584 0.1097 -0.0331
H 5.2454 0.9562 -2.9237
H 3.7436 3.4783 -3.7124
H 3.4230 1.8114 -4.3030
H 4.9146 2.6372 -4.7524
H 5.7163 3.8340 -2.0271
H 6.8123 2.8840 -3.0509
H 6.5256 2.4082 -1.3625
H 1.7235 -1.1758 -4.4711
H 4.4276 -1.0550 -5.8850
H 3.8359 -2.4117 -4.8884
H 4.1332 -0.8185 -4.1494
H 2.3954 -1.3769 -7.4452
H 0.7653 -1.3114 -6.7586
H 1.8141 -2.7087 -6.4099
H 5.6124 0.4011 2.2221
H 5.9822 -2.4829 3.1417
H 7.3028 -1.3640 2.7390
H 6.1675 -1.8944 1.4830
H 5.1309 -0.8402 4.9587
H 4.7568 0.8221 4.4785
H 6.4487 0.2861 4.5655
C 3.2806 -4.1766 -1.2250
C 2.1847 -3.1442 -1.4775
P 0.6675 -3.7183 -2.3583
C 1.4217 -4.5937 -3.8019
C 0.3626 -5.1514 -4.7492
C 0.1538 -5.1354 -1.2832
C -1.3540 -5.3742 -1.3413
H 4.0841 -3.7545 -0.6145
H 3.7301 -4.5202 -2.1582
H 2.8900 -5.0461 -0.6920
H 2.5754 -2.3017 -2.0576
H 1.8168 -2.7516 -0.5243
H 2.0900 -5.3944 -3.4702
H 2.0280 -3.8485 -4.3228
H -0.2495 -5.9077 -4.2512
H 0.8152 -5.6135 -5.6300
H -0.3013 -4.3556 -5.0917
H 0.4039 -4.8545 -0.2577
H 0.7125 -6.0420 -1.5423
H -1.8684 -4.4781 -0.9930
H -1.6471 -6.1980 -0.6863
H -1.6954 -5.6000 -2.3557
C -3.9339 4.9335 0.6708
Ge -2.7234 3.9677 -0.5353
C -3.5261 4.0459 -2.3304
C -0.9621 4.8105 -0.5629
C -2.4411 2.0693 -0.0766
H -4.0476 5.9668 0.3369
H -3.5445 4.9154 1.6870
H -4.9187 4.4631 0.6742
H -3.6564 5.0783 -2.6584
H -4.5041 3.5612 -2.3344
H -2.8874 3.5330 -3.0512
H -1.0405 5.8956 -0.6472
H -0.3714 4.4323 -1.3975
H -0.4317 4.5545 0.3544
H -2.3172 1.5325 -1.0239
H -3.2677 1.6076 0.4715
C 0.0801 1.4219 -3.7240
O -1.0186 0.4604 -3.6218
C -1.1771 -0.1767 -2.5212
C -2.3109 -1.1389 -2.6452
H -0.3746 2.3365 -4.1050
H 0.8332 1.0424 -4.4415
H 0.5033 1.5666 -2.7316
H -2.9237 -1.0016 -3.5412
H -2.9187 -1.1183 -1.7374
H -1.8381 -2.1293 -2.6630
*
```

Values from the calculation:
Energy relative to the best compared isomer or geometry (same formula, charge and spin) ... 10.79 kcal/mol
F_max ... 0.0055 hartree/bohr
Orbital gap ... 0.1911 Eh
LUMO ... 4.10 eV

These are the Mulliken partial charges, in e, on atoms 1 to 99:
1. Ca 1.745
2. O -0.612
3. C -0.355
4. O 0.360
5. C 0.440
6. C -1.640
7. C 0.000
8. C -1.117
9. C 0.354
10. N -0.269
11. C -0.031
12. O -0.809
13. O -0.189
14. H 0.441
15. H 0.366
16. H 0.369
17. H 0.483
18. C -1.498
19. C 2.267
20. C -1.596
21. O -0.172
22. P 0.414
23. O -0.690
24. C -0.222
25. P 0.176
26. O -1.166
27. O 0.185
28. C 0.962
29. C -1.065
30. C -1.680
31. O -1.020
32. C 2.329
33. C -1.359
34. C -1.657
35. O -0.240
36. C 0.940
37. C -1.497
38. C -1.467
39. H 0.334
40. H 0.167
41. H 0.377
42. H -0.777
43. H 0.415
44. H 0.311
45. H 0.352
46. H -0.153
47. H 0.531
48. H 0.077
49. H 0.241
50. H 0.027
51. H 0.412
52. H 0.309
53. H 0.379
54. H 0.379
55. H -0.851
56. H 0.431
57. H 0.300
58. H -0.108
59. H 0.378
60. H 0.313
61. H 0.238
62. H 0.225
63. H 0.308
64. H 0.391
65. H 0.318
66. H 0.324
67. H 0.277
68. H 0.379
69. C -1.569
70. C 0.944
71. P 0.841
72. C 0.084
73. C -1.480
74. C -0.695
75. C -1.232
76. H 0.324
77. H 0.262
78. H 0.351
79. H -0.687
80. H 0.094
81. H 0.439
82. H -0.469
83. H 0.404
84. H 0.403
85. H 0.275
86. H 0.426
87. H 0.518
88. H 0.091
89. H 0.370
90. H 0.368
91. C -1.192
92. Ge 0.570
93. C -1.215
94. C -0.996
95. C -0.185
96. H 0.384
97. H 0.321
98. H 0.362
99. H 0.372

***

> What is the formula in the fourth record?

C33H66CaGeNO11P3

***

> Number 3 is which compound?

C4H9N4O2